# 1
Molecular formula: C31H67N3NbO2
Method: DFT, ωB97M-V/def2-TZVPD

Calculated values
E_LUMO = 0.076 Eh
HOMO-LUMO gap = 5.998 eV
Total charge = -1
F_max = 2.3 eV Å⁻¹
Spin multiplicity = 1

Element x y z (Å)
C1 8.5025 -3.9998 1.8933
O1 8.5846 -3.1586 0.7582
C2 7.7919 -3.6347 -0.3236
C3 6.9049 -2.5379 -0.9704
C4 7.1034 -1.1273 -0.3628
C5 6.0966 -0.9011 0.7966
C6 6.7890 -0.6259 2.1651
C7 5.9548 -1.1459 3.3462
C8 4.6362 -0.3615 3.5967
C9 3.4512 -1.3558 3.8400
C10 2.7914 -1.6898 2.4734
Nb1 1.9504 -3.7917 2.3092
C11 0.9237 -5.8125 1.9787
N1 1.2166 -6.6674 3.1532
C12 3.8335 -4.7236 1.3903
O2 4.2580 -5.9545 2.0542
C13 5.0183 -5.7164 3.2102
C14 1.1256 -3.0721 0.2792
C15 -0.1969 -2.6367 0.2494
C16 -0.7390 -2.1590 -0.9230
C17 0.0469 -2.1153 -2.0636
C18 1.3392 -2.5574 -2.0369
C19 1.8895 -3.0398 -0.8593
H1 9.0937 -3.5083 2.6719
H2 7.4687 -4.1066 2.2392
H3 8.9562 -4.9833 1.7074
H4 8.4291 -4.0627 -1.1115
H5 7.1787 -4.4647 0.0496
H6 5.8655 -2.8673 -0.8938
H7 7.1398 -2.4890 -2.0392
H8 8.1402 -0.9448 -0.0793
H9 6.8622 -0.4391 -1.1825
H10 5.4469 -0.0449 0.6034
H11 5.5447 -1.8321 0.9325
H12 7.0543 0.4316 2.2622
H13 7.7044 -1.2311 2.1459
H14 5.6985 -2.1987 3.1864
H15 6.5653 -1.0575 4.2546
H16 4.3905 0.1558 2.6635
H17 4.7116 0.3838 4.3952
H18 3.7880 -2.2588 4.3540
H19 2.7166 -0.8132 4.4443
H20 2.0093 -0.9515 2.2491
H21 3.5347 -1.5862 1.6695
H22 2.6249 -4.2865 3.9481
H23 0.4113 -3.3318 3.2136
H24 1.3636 -6.3182 1.1073
H25 -0.1530 -5.7426 1.7764
H26 1.3958 -6.0946 3.9700
H27 2.0090 -7.2582 2.9452
H28 4.6661 -3.9967 1.3972
H29 3.6153 -5.0472 0.3650
H30 5.8348 -6.4521 3.2516
H31 5.4511 -4.7089 3.2540
H32 4.4139 -5.8476 4.1187
H33 -0.7883 -2.6515 1.1596
H34 -1.7648 -1.7952 -0.9048
H35 -0.3517 -1.7080 -2.9900
H36 1.9247 -2.5135 -2.9531
H37 2.9320 -3.3462 -0.9061
C20 -5.3933 -1.1615 -1.0159
C21 -5.9369 -0.2374 -2.0962
N2 -5.3579 1.0923 -2.0578
C22 -6.0717 2.0573 -2.8733
C23 -6.0959 1.8398 -4.3909
C24 -3.9067 1.1534 -2.1307
C25 -3.2188 0.5137 -3.3422
H38 -5.4961 -0.7108 -0.0278
H39 -5.9500 -2.0998 -1.0179
H40 -4.3430 -1.4078 -1.1772
H41 -7.0160 -0.1450 -1.9405
H42 -5.8045 -0.7210 -3.0767
H43 -5.6755 3.0562 -2.6673
H44 -7.1090 2.0887 -2.5210
H45 -5.1365 2.0737 -4.8502
H46 -6.8354 2.5057 -4.8436
H47 -6.3717 0.8189 -4.6569
H48 -3.5030 0.6833 -1.2299
H49 -3.5918 2.1974 -2.0525
H50 -3.6096 -0.4788 -3.5717
H51 -2.1540 0.3980 -3.1293
H52 -3.3050 1.1374 -4.2314
C26 -6.6110 9.7679 -0.2164
C27 -6.8354 8.7193 -1.2963
N3 -5.7115 7.8186 -1.4627
C28 -5.7866 7.0178 -2.6724
C29 -6.9350 6.0110 -2.7981
C30 -5.2802 7.1136 -0.2666
C31 -6.3089 6.2451 0.4675
H53 -5.6836 10.3156 -0.3903
H54 -7.4328 10.4860 -0.2223
H55 -6.5722 9.3270 0.7808
H56 -6.9934 9.2470 -2.2413
H57 -7.7720 8.1818 -1.0801
H58 -4.8376 6.4905 -2.8057
H59 -5.8455 7.7062 -3.5225
H60 -6.7817 5.1414 -2.1610
H61 -6.9897 5.6454 -3.8265
H62 -7.9026 6.4545 -2.5597
H63 -4.8979 7.8537 0.4423
H64 -4.4092 6.5017 -0.5133
H65 -7.2654 6.7541 0.5971
H66 -5.9344 5.9998 1.4636
H67 -6.4868 5.3005 -0.0445


# 2
Molecular formula: C22H17N7PtS2
Method: DFT, ωB97M-V/def2-TZVPD

Calculated values
E_LUMO (alpha / beta) = -0.063 / -0.063 Eh
HOMO-LUMO gap (alpha / beta) = 5.559 / 5.560 eV
F_max = 1.3 eV Å⁻¹
Spin multiplicity = 1

Element x y z (Å)
Pt1 1.0769 0.1631 -0.3411
C1 -3.0063 3.8400 -1.4061
C2 -3.5442 2.5758 -1.2271
C3 -2.7348 1.4508 -1.2704
C4 -1.3647 1.5807 -1.4922
C5 -0.8280 2.8617 -1.6529
C6 -1.6409 3.9788 -1.6172
N1 -0.4855 0.4822 -1.5477
C7 -0.6383 -0.5352 -2.4188
C8 -1.7007 -0.7005 -3.3311
C9 -1.6826 -1.7475 -4.2211
C10 -0.6209 -2.6706 -4.2662
C11 0.4244 -2.5568 -3.3905
C12 0.4245 -1.5082 -2.4587
N2 1.3927 -1.2831 -1.5395
N3 2.4265 -2.0410 -1.3796
C13 3.1891 -1.6475 -0.3254
C14 4.3658 -2.3407 -0.0113
C15 5.1175 -1.9506 1.0696
C16 4.6981 -0.8659 1.8420
C17 3.5425 -0.2119 1.4835
N4 2.8001 -0.5761 0.4374
H1 -3.6456 4.7119 -1.3595
H2 -4.6046 2.4615 -1.0399
H3 -3.1510 0.4690 -1.0797
H4 0.2390 2.9568 -1.8096
H5 -1.2108 4.9621 -1.7556
H6 -2.5224 -0.0019 -3.3420
H7 -2.5173 -1.8646 -4.9002
H8 -0.6185 -3.4662 -4.9984
H9 1.2548 -3.2493 -3.4036
H10 4.6479 -3.1701 -0.6431
H11 6.0310 -2.4738 1.3179
H12 5.2657 -0.5325 2.6980
H13 3.1905 0.6491 2.0372
S1 -0.6967 -1.8873 1.1673
C18 -1.0952 -1.2634 2.6638
N5 -0.5690 -0.0584 3.0778
C19 -0.8398 0.4822 4.2764
C20 -1.6621 -0.1706 5.1415
C21 -2.2222 -1.3744 4.6690
N6 -1.9539 -1.8983 3.5005
H14 -0.0655 0.4808 2.3751
H15 -0.3843 1.4389 4.4931
H16 -1.9077 0.2314 6.1111
H17 -2.9335 -1.9219 5.2800
S2 -0.3569 3.8692 2.1908
C22 0.3030 2.6369 1.4366
N7 0.8142 1.6853 0.9598


What E_tot values result from the calculations? In sequence: -1592.7848; -2147.5614 hartree.